# 1
Density functional theory data (the ωB97M-V functional and the def2-TZVPD basis) for one molecule with the formula C4H5N3.

Each line ends with the Mulliken charge.
Positions of all 12 atoms, in Å:
C: 0.762350 0.087350 1.569673  -0.823
N: 0.496835 0.545763 0.169571  -0.338
C: -0.656565 0.217716 -0.621652  0.542
C: -0.460387 0.714568 -2.019398  -0.074
N: -0.269975 1.075479 -3.102392  -0.372
C: -0.943295 -1.246925 -0.642552  0.135
N: -1.092557 -2.382252 -0.460963  -0.399
H: 1.171246 0.837917 2.249555  0.303
H: 1.419111 -0.789575 1.490510  0.306
H: -0.176568 -0.287526 2.037252  0.292
H: 1.329424 0.525004 -0.401816  0.261
H: -1.579620 0.702481 -0.267786  0.168

Atoms 1-2, force components in eV/Å:
C -1.2796 -1.2522 -0.9521
N 0.7185 1.0212 0.6164

Properties
- Kohn-Sham gap: 0.3927 Ha
- Energy above the lowest of the compared OMol25 structures with the same formula, charge and spin: 214.0 kJ/mol
- DFT total energy: -319.630713 Ha
- SMILES: CNC(C#N)C#N
- HOMO energy: -10.10 eV

=====

# 2
Density functional theory data (the ωB97M-V functional and the def2-TZVPD basis) for C4H5N3 as an isolated structure.

Each line ends with the Mulliken charge.
Positions of all 12 atoms, in Å:
N: -1.668478 0.169398 0.887857  -0.544
C: -1.073604 -0.084687 -0.357224  0.695
C: 0.315659 -0.675742 -0.297226  -0.042
C: 0.444656 0.286780 -1.515181  -0.445
N: -0.965431 0.741200 -1.332852  -0.619
C: -0.596717 0.252407 1.591914  -0.196
N: 0.632693 -0.151670 1.027096  -0.376
H: 0.567399 -1.730749 -0.446065  0.322
H: 1.153539 1.094698 -1.305884  0.265
H: 0.623608 -0.136772 -2.505052  0.288
H: -0.576508 0.792000 2.531554  0.365
H: 1.178281 -0.740727 1.643038  0.287

Atoms 1-2, force components in eV/Å:
N 0.2675 0.2872 0.0275
C -0.1030 0.4416 -0.1930

Properties
- Kohn-Sham gap: 0.3670 Ha
- Energy above the lowest of the compared OMol25 structures with the same formula, charge and spin: 306.5 kJ/mol
- DFT total energy: -319.595468 Ha
- HOMO energy: -9.22 eV

=====

# 3
Density functional theory data (the ωB97M-V functional and the def2-TZVPD basis) for one molecule with the formula C4H5N3.

Each line ends with the Mulliken charge.
Positions of all 12 atoms, in Å:
C: 0.760082 -1.385485 -0.222930  -0.949
N: 0.641429 -0.163709 0.521131  -0.327
C: -0.591315 0.530734 0.435550  0.645
C: -0.284186 1.957380 0.605206  -0.068
N: -0.025738 3.074600 0.735385  -0.372
C: -1.348887 0.310856 -0.842559  0.030
N: -1.942579 0.099502 -1.818278  -0.385
H: 1.761017 -1.727796 0.008010  0.358
H: 0.632140 -1.318682 -1.315762  0.327
H: 0.042705 -2.078441 0.230543  0.310
H: 1.429545 0.454907 0.439916  0.273
H: -1.268907 0.268235 1.261865  0.157

Atoms 1-2, force components in eV/Å:
C 0.1448 -0.4849 0.4530
N 0.5999 0.0179 0.1313

Properties
- Kohn-Sham gap: 0.3977 Ha
- Energy above the lowest of the compared OMol25 structures with the same formula, charge and spin: 204.2 kJ/mol
- DFT total energy: -319.634418 Ha
- SMILES: CNC(C#N)C#N
- HOMO energy: -10.23 eV

=====

# 4
Density functional theory data (the ωB97M-V functional and the def2-TZVPD basis) for a 2-piece molecular cluster, C4H5N3 overall.

Each line ends with the Mulliken charge.
Positions of all 12 atoms, in Å:
N: 1.938851 -0.712107 -2.024603  -0.425
C: 1.598704 -0.171499 -1.060676  0.308
C: 1.129002 0.421725 0.115622  -0.558
C: 1.575373 1.566226 0.513539  0.499
N: 1.909780 2.601468 1.056664  -0.546
H: 0.457250 -0.004057 0.842802  0.496
H: 1.247887 3.276327 0.632752  0.298
C: -2.326309 -1.302490 0.160638  -0.301
N: -1.065372 -1.216025 0.122836  -0.431
H: -2.826222 -1.873140 -0.614091  0.210
H: -2.959909 -0.920495 0.973509  0.240
H: -0.679033 -1.665934 -0.718989  0.209

Atoms 1-2, force components in eV/Å:
N -0.1735 0.3717 0.5317
C 0.0946 -1.1229 -1.1603

Properties
- Kohn-Sham gap: 0.3784 Ha
- Energy above the lowest of the compared OMol25 structures with the same formula, charge and spin: 336.3 kJ/mol
- DFT total energy: -319.584111 Ha
- SMILES: N#CC=C=N.C=N
- HOMO energy: -9.62 eV